Record 1
The ion C4H9N2OS with charge -1. Source: OMol25; level of theory: ωB97M-V with the def2-TZVPD basis set.

Values from the calculation:
HOMO (eV): -2.7
ΔE to the lowest compared entry with this formula, charge and spin (kJ/mol): 58.7
Molecular weight (g mol⁻¹): 133.2
Charge: -1
Structure (SMILES): NCC(=O)NCC[S-]
Maximum force (eV Å⁻¹): 2.47
Gap between HOMO and LUMO (eV): 6.20
LUMO (eV): 3.46
Total energy (hartree): -740.80164

Geometry as XYZ:
```
17
Properties=species:S:1:pos:R:3:forces:R:3:lowdin_charge:R:1
N 1.489079 1.487265 -2.216030 0.49 -0.82 -0.44 -0.02
C 1.035742 0.548593 -1.171228 0.84 1.05 -0.54 -0.20
C -0.473347 0.567057 -1.024140 -1.34 -0.66 0.40 -0.50
O -1.172787 1.250924 -1.770720 0.30 0.29 -0.09 -0.01
N -1.044541 -0.235987 -0.093600 2.42 0.13 0.30 0.07
C -0.274381 -1.025607 0.953531 -2.31 0.33 -0.81 -0.30
C -0.783534 -0.728726 2.358636 1.40 -0.70 0.16 -0.76
S -0.019607 -1.986138 3.490656 -0.20 0.47 -0.15 0.05
H 0.782341 2.179618 -2.376963 -0.54 0.35 0.20 0.04
H 1.532472 0.997105 -3.106933 0.04 0.03 0.18 0.06
H 1.418128 -0.443416 -1.402342 -0.19 -0.16 0.04 0.12
H 1.572559 0.867495 -0.274695 -0.49 -0.22 0.35 0.11
H -2.016144 -0.109837 0.053976 -0.79 0.11 0.02 0.12
H -0.509968 -2.058163 0.706364 0.58 -0.23 0.21 0.08
H 0.764348 -0.777928 0.844976 0.38 -0.24 0.12 0.07
H -1.861897 -0.813415 2.435045 -0.26 0.19 -0.22 0.02
H -0.438464 0.281161 2.593469 -0.32 0.09 0.27 0.04
```
Forces are in eV/Å.

Record 2
An isolated molecule of C4H9N3. Source: OMol25; level of theory: ωB97M-V with the def2-TZVPD basis set.

Values from the calculation:
HOMO (eV): -8.5
ΔE to the lowest compared entry with this formula, charge and spin (kJ/mol): 413.7
Molecular weight (g mol⁻¹): 99.1
Structure (SMILES): C/N=C/[C@@H]1CN1N
Maximum force (eV Å⁻¹): 2.50
Gap between HOMO and LUMO (eV): 9.53
LUMO (eV): 1.03
Total energy (hartree): -321.93279

Geometry as XYZ:
```
16
Properties=species:S:1:pos:R:3:forces:R:3:lowdin_charge:R:1
C -2.095770 -0.133075 -0.285451 -0.36 -1.07 0.62 -0.12
N -0.685568 -0.311794 -0.071333 -0.54 -0.74 1.30 -0.10
C 0.247173 -0.374102 -0.913927 -1.22 1.44 -1.54 -0.17
C 1.619281 -0.269662 -0.460830 -0.10 0.64 -0.22 -0.24
C 2.023516 -0.640734 0.945478 -2.34 -0.86 -0.23 -0.10
N 1.762272 0.724144 0.673932 1.65 0.81 -0.60 -0.18
N 0.719827 1.530714 1.107816 -0.34 -0.90 -0.17 0.01
H -2.529123 -1.157583 -0.096298 0.04 0.82 -1.24 0.10
H -2.505710 0.321839 0.611873 0.12 0.72 0.04 0.07
H -2.430767 0.462507 -1.165531 0.23 -0.87 0.22 0.09
H -0.027848 -0.030019 -1.960621 0.76 -0.88 0.52 0.14
H 2.294129 -0.078405 -1.264561 0.76 -0.24 -0.22 0.11
H 1.169104 -1.298067 1.356331 1.77 0.98 0.04 0.14
H 3.081740 -0.835121 1.064627 -0.20 -0.45 0.46 0.10
H 0.883473 2.425023 0.576636 -0.95 -1.40 0.67 0.10
H -0.141538 0.902474 0.884712 0.70 1.97 0.35 0.06
```
Forces are in eV/Å.

Record 3
A structure of composition C4H9N3. Source: OMol25; level of theory: ωB97M-V with the def2-TZVPD basis set.

Values from the calculation:
HOMO (eV): -8.4
ΔE to the lowest compared entry with this formula, charge and spin (kJ/mol): 359.1
Molecular weight (g mol⁻¹): 99.1
Maximum force (eV Å⁻¹): 1.69
Gap between HOMO and LUMO (eV): 9.37
LUMO (eV): 0.93
Total energy (hartree): -321.95358

Geometry as XYZ:
```
16
Properties=species:S:1:pos:R:3:forces:R:3:lowdin_charge:R:1
C -1.313761 1.413355 0.298153 0.02 0.29 -0.03 -0.09
C -0.078515 -0.844083 -0.177846 0.42 -0.60 -0.53 -0.53
N -0.225166 -2.225045 -0.531717 -0.12 0.02 -0.15 0.08
N 1.720715 1.118893 -0.440520 -0.02 0.00 -0.05 0.04
C 1.344093 -0.233007 -0.121813 -1.45 0.56 -0.55 -0.37
C -1.126676 -0.061296 0.368117 1.62 0.44 -0.17 -0.03
N 0.658857 -0.521146 1.068882 -0.79 -0.25 0.85 0.12
H -1.014018 -2.369087 -1.151570 0.11 -0.02 0.02 0.07
H -0.333075 -2.804063 0.294741 -0.01 0.11 -0.02 0.08
H 2.456395 1.154861 -1.135596 -0.06 -0.01 0.10 0.07
H 2.018779 1.611865 0.394819 -0.01 -0.10 -0.08 0.08
H 2.024455 -1.005134 -0.486515 -0.03 -0.05 0.29 0.13
H -1.986377 -0.615223 0.744804 0.32 -0.18 0.35 0.12
H -1.263081 1.856491 1.298321 -0.05 -0.08 -0.10 0.08
H -2.316068 1.630361 -0.090846 0.08 -0.05 0.01 0.08
H -0.566556 1.892257 -0.331413 -0.05 -0.08 0.07 0.06
```
Forces are in eV/Å.

Record 4
A cluster of 3 separate species, C4H9N3 in total. Source: OMol25; level of theory: ωB97M-V with the def2-TZVPD basis set.

Values from the calculation:
HOMO (spin up / spin down) (eV): -8.4 / -8.7
ΔE to the lowest compared entry with this formula, charge and spin (kJ/mol): 696.9
Molecular weight (g mol⁻¹): 99.1
Maximum force (eV Å⁻¹): 1.86
Gap between HOMO and LUMO (spin up / spin down) (eV): 8.49 / 9.18
LUMO (spin up / spin down) (eV): 0.10 / 0.50
Total energy (hartree): -321.82491

Geometry as XYZ:
```
16
Properties=species:S:1:pos:R:3:forces:R:3:lowdin_charge:R:1
C -1.725382 0.373746 -0.593631 0.28 -0.12 0.00 -0.10
N -0.541998 -0.356169 -0.138548 1.48 0.38 -0.58 -0.06
C 0.631448 0.079161 -0.260735 -1.59 -0.73 0.64 -0.32
N -0.145025 -1.471533 -1.889936 -0.41 -1.12 -1.33 0.06
C 0.030543 0.434150 2.600794 0.03 -0.18 0.07 -0.14
C 1.919388 0.255138 -0.405184 0.02 0.34 0.06 0.01
N 0.034277 1.138251 1.574864 0.25 0.99 1.07 0.08
H 0.397158 -0.883239 -2.530925 0.05 0.13 0.20 0.00
H 0.517105 -2.160653 -1.526825 0.01 0.14 0.13 0.00
H -2.381697 -0.350823 -1.067562 -0.01 0.04 0.02 0.07
H -1.483700 1.173716 -1.295372 -0.01 -0.01 0.04 0.08
H -2.208071 0.787927 0.289929 -0.01 0.05 -0.02 0.07
H 0.047578 -0.665281 2.599909 0.01 0.13 -0.15 0.07
H 0.014566 0.915937 3.591019 -0.05 -0.01 -0.15 0.07
H 2.460390 -0.179895 -1.231872 -0.07 0.00 -0.02 0.05
H 2.433421 0.909567 0.284075 0.02 -0.03 0.00 0.05
```
Forces are in eV/Å.

Record 5
An isolated molecule of C4H9N3. Source: OMol25; level of theory: ωB97M-V with the def2-TZVPD basis set.

Values from the calculation:
HOMO (eV): -8.2
ΔE to the lowest compared entry with this formula, charge and spin (kJ/mol): 78.2
Molecular weight (g mol⁻¹): 99.1
Structure (SMILES): [H]/N=C(N)\C(N)=C/C
Maximum force (eV Å⁻¹): 2.58
Gap between HOMO and LUMO (eV): 9.23
LUMO (eV): 1.02
Total energy (hartree): -322.06056

Geometry as XYZ:
```
16
Properties=species:S:1:pos:R:3:forces:R:3:lowdin_charge:R:1
H 0.157002 1.928488 0.767421 -0.37 -0.12 -0.05 0.05
N -0.788318 1.556258 0.902010 0.34 -1.30 -0.45 0.11
C -0.774084 0.271928 0.705725 1.01 1.82 1.52 -0.48
N -1.903331 -0.433295 1.037390 -0.16 -0.59 -0.65 0.12
C 0.491008 -0.500996 0.378706 -1.09 0.63 -1.25 -0.35
N 0.827669 -1.528964 1.232397 -0.13 -0.18 0.77 0.09
C 1.071969 -0.223252 -0.791150 -1.22 0.83 -0.61 -0.10
C 0.479563 0.810892 -1.782280 0.98 -0.69 -0.15 -0.11
H -2.719135 0.168024 1.046941 0.05 -0.17 0.13 0.10
H -2.023669 -1.295288 0.517956 -0.12 0.11 0.16 0.10
H 0.362158 -1.427636 2.133773 0.67 -0.26 -0.19 0.10
H 1.823491 -1.722860 1.251926 -0.38 -0.09 0.30 0.10
H 1.905412 -0.804468 -1.171450 0.10 0.08 0.21 0.10
H 0.451576 0.332256 -2.766788 0.22 0.18 -0.04 0.06
H 1.165519 1.661016 -1.828172 -0.12 0.07 -0.26 0.07
H -0.526831 1.207898 -1.634404 0.22 -0.31 0.56 0.06
```
Forces are in eV/Å.

Record 6
A cluster of 2 separate species, C4H9N3 in total. Source: OMol25; level of theory: ωB97M-V with the def2-TZVPD basis set.

Values from the calculation:
HOMO (eV): -9.6
ΔE to the lowest compared entry with this formula, charge and spin (kJ/mol): 332.9
Molecular weight (g mol⁻¹): 99.1
Maximum force (eV Å⁻¹): 5.99
Gap between HOMO and LUMO (eV): 9.07
LUMO (eV): -0.50
Total energy (hartree): -321.96358

Geometry as XYZ:
```
16
Properties=species:S:1:pos:R:3:forces:R:3:lowdin_charge:R:1
C 1.612283 -1.180541 -0.906288 -1.04 1.11 0.68 -0.25
C -0.579896 -1.054443 0.954747 1.19 -2.54 1.91 -0.08
C -0.413325 1.100609 -0.575511 0.50 -1.92 1.14 -0.25
C 0.115979 0.104487 0.466111 2.69 3.00 2.76 -0.34
N 1.788632 -2.055910 -1.645678 0.14 0.03 0.01 -0.08
N -0.956582 0.299042 -1.662029 0.45 0.58 -0.16 0.01
N 0.760845 0.764893 1.559495 0.44 1.17 -5.86 0.13
H -0.832259 -0.923020 2.047617 -0.22 0.03 -1.22 0.11
H -1.384900 -1.251939 0.326173 -1.64 -0.64 -0.77 0.06
H 0.119689 -1.971910 0.961327 -1.15 1.52 -0.20 0.12
H -1.199220 1.701718 -0.017189 0.48 -1.02 -0.73 0.15
H 0.362787 1.829580 -0.782451 0.38 0.06 -0.35 0.11
H -1.478022 0.988722 -2.136531 -1.13 0.33 -1.33 0.05
H -0.257105 -0.070309 -2.337248 -0.29 0.38 1.08 0.08
H 0.750688 0.385956 2.429083 0.23 -1.73 2.67 0.05
H 1.590406 1.333064 1.318372 -1.03 -0.36 0.37 0.13
```
Forces are in eV/Å.